Entry i
A 2-piece molecular cluster, C3H8N2O overall, computed with the ωB97M-V functional and the def2-TZVPD basis.

## Properties
E_LUMO ... 0.92 eV
Gap between HOMO and LUMO ... 10.3 eV
SMILES ... C=NC.NC=O
HOMO ... -9.36 eV

Geometry as ORCA input:
```
! RIJCOSX wB97M-V def2-TZVPD def2/J DEFGRID3
* xyz 0 1
C 1.304 1.818 0.527
C -0.429 0.703 1.541
N -0.117 1.662 0.766
H 1.833 0.860 0.437
H 1.484 2.385 -0.391
H 1.747 2.453 1.297
H -1.420 0.382 1.828
H 0.442 0.094 1.811
C -0.208 -1.820 -1.031
N -1.408 -1.532 -1.591
O -0.016 -1.991 0.154
H 0.658 -1.926 -1.701
H -1.599 -1.602 -2.577
H -2.271 -1.487 -1.070
*
```



Entry ii
A single C3H8N2O molecule, computed with the ωB97M-V functional and the def2-TZVPD basis.

## Properties
E_LUMO ... 0.21 eV
Gap between HOMO and LUMO ... 7.2 eV
HOMO ... -6.96 eV

Geometry as ORCA input:
```
! RIJCOSX wB97M-V def2-TZVPD def2/J DEFGRID3
* xyz 0 1
C -1.153 -0.157 0.492
C -0.406 1.059 0.263
N 0.553 -1.052 0.006
C 0.846 0.353 -0.652
O -2.085 -0.472 -0.429
N 2.087 0.813 -0.661
H -2.480 -1.331 -0.236
H -1.271 -0.606 1.472
H 1.108 -1.126 0.859
H 0.815 -1.844 -0.587
H 2.483 0.813 0.281
H -0.920 1.809 -0.329
H 0.018 1.478 1.172
H 0.405 0.263 -1.650
*
```



Entry iii
A single C3H8N2O molecule, computed with the ωB97M-V functional and the def2-TZVPD basis.

## Properties
E_LUMO ... 0.93 eV
Gap between HOMO and LUMO ... 9.6 eV
SMILES ... NNCCC=O
HOMO ... -8.66 eV

Geometry as ORCA input:
```
! RIJCOSX wB97M-V def2-TZVPD def2/J DEFGRID3
* xyz 0 1
C 0.994 -0.351 0.548
C -0.288 -0.895 -0.010
C 0.761 0.314 1.847
N -1.116 0.112 -0.778
N -0.399 0.961 -1.578
O 1.529 0.374 2.735
H 1.702 -1.071 0.718
H 1.414 0.361 -0.156
H -0.048 -1.707 -0.784
H -1.133 -1.103 0.790
H -0.200 0.733 1.867
H -0.787 1.885 -1.569
H -0.327 0.547 -2.619
H -2.103 -0.160 -1.011
*
```



Which is most stable, and by how much? entry i, by 1.606 eV.



Entry i
A single C2H2N2O2S molecule, computed with the ωB97M-V functional and the def2-TZVPD basis.

## Properties
E_LUMO ... 0.03 eV
Gap between HOMO and LUMO ... 8.5 eV
SMILES ... Oc1nc(=S)[nH]o1
HOMO ... -8.51 eV

Geometry as ORCA input:
```
! RIJCOSX wB97M-V def2-TZVPD def2/J DEFGRID3
* xyz 0 1
C 0.817 -0.480 0.056
C -1.272 -0.201 0.109
H 2.754 -0.401 -0.180
H -1.174 1.914 -0.186
N -0.252 -1.125 0.122
N -0.678 1.001 0.163
O 2.002 -0.997 -0.010
O 0.689 0.842 -0.047
S -2.887 -0.553 -0.028
*
```



Entry ii
A single C2H2N2O2S molecule, computed with the ωB97M-V functional and the def2-TZVPD basis.

## Properties
E_LUMO ... -0.39 eV
Gap between HOMO and LUMO ... 8.9 eV
SMILES ... O=[N+]([O-])N=C=CS
HOMO ... -9.30 eV

Geometry as ORCA input:
```
! RIJCOSX wB97M-V def2-TZVPD def2/J DEFGRID3
* xyz 0 1
C 0.937 0.534 -0.014
C -0.235 0.437 -0.540
N 2.053 0.914 0.319
N 3.254 0.272 0.191
O 4.031 0.800 -0.537
O 3.357 -0.639 0.988
S -1.673 -0.487 0.203
H -0.617 0.849 -1.535
H -1.247 -0.669 1.456
*
```



Entry iii
A single C2H2N2O2S molecule, computed with the ωB97M-V functional and the def2-TZVPD basis.

## Properties
E_LUMO ... -0.96 eV
Gap between HOMO and LUMO ... 8.1 eV
SMILES ... On1cnc(=S)o1
HOMO ... -9.02 eV

Geometry as ORCA input:
```
! RIJCOSX wB97M-V def2-TZVPD def2/J DEFGRID3
* xyz 0 1
C -0.447 -1.345 -0.822
C -0.007 0.733 -0.248
H 0.487 -2.636 1.774
H -0.492 -2.282 -1.294
N -0.293 -1.397 0.616
N -0.340 -0.142 -1.225
O 0.592 -2.337 0.883
O 0.068 -0.070 0.916
S 0.117 2.413 -0.262
*
```



Which is most stable, and by how much? entry i, by 2.217 eV.



Entry i
A 2-piece molecular cluster, C5H14S overall, computed with the ωB97M-V functional and the def2-TZVPD basis.

## Properties
E_LUMO (alpha / beta) ... -3.75 / -8.66 eV
Gap between HOMO and LUMO (alpha / beta) ... 9.5 / 4.6 eV
HOMO (alpha / beta) ... -13.28 / -13.28 eV

Geometry as ORCA input:
```
! RIJCOSX wB97M-V def2-TZVPD def2/J DEFGRID3
* xyz 1 2
C 1.043 -1.589 1.775
C 1.030 -2.268 -1.065
S 1.956 -2.631 0.446
H 0.313 -2.218 2.205
H 1.818 -1.161 2.523
H 0.714 -0.704 1.325
H 1.285 -3.065 -1.800
H 1.194 -1.279 -1.485
H -0.055 -2.452 -0.847
C -0.524 1.919 -0.874
C -1.284 0.699 -1.014
C -0.484 2.201 0.795
H 0.624 1.703 -1.176
H -0.957 2.820 -1.351
H -0.952 -0.249 -1.062
H -0.238 1.196 1.127
H 0.223 2.952 1.246
H -2.111 0.939 -1.637
H -2.110 0.669 -0.199
H -1.484 2.519 1.070
*
```



Entry ii
A 2-piece molecular cluster, C5H14S overall, computed with the ωB97M-V functional and the def2-TZVPD basis.

## Properties
E_LUMO (alpha / beta) ... -3.53 / -8.71 eV
Gap between HOMO and LUMO (alpha / beta) ... 9.7 / 4.5 eV
HOMO (alpha / beta) ... -13.21 / -13.21 eV

Geometry as ORCA input:
```
! RIJCOSX wB97M-V def2-TZVPD def2/J DEFGRID3
* xyz 1 2
C -3.444 0.265 -0.824
S -2.765 0.621 0.756
C -4.004 1.713 1.449
H -4.469 -0.093 -0.757
H -3.446 1.151 -1.462
H -3.039 -0.622 -1.311
H -3.475 2.134 2.293
H -4.941 1.183 1.632
H -4.322 2.456 0.713
C 3.631 0.270 0.184
C 2.518 -0.563 -0.417
C 2.878 -2.060 -0.403
H 3.716 1.275 -0.233
H 3.601 0.343 1.265
H 4.633 -0.077 -0.088
H 1.523 -0.302 -0.081
H 2.528 -0.391 -1.502
H 2.127 -2.611 -0.957
H 2.922 -2.424 0.626
H 3.829 -2.269 -0.884
*
```



Which is most stable, and by how much? entry ii, by 1.635 eV.



Entry i
A 15-piece molecular cluster, H30O15 overall, computed with the ωB97M-V functional and the def2-TZVPD basis.

## Properties
E_LUMO ... -0.36 eV
Gap between HOMO and LUMO ... 9.3 eV
HOMO ... -9.68 eV

Geometry as ORCA input:
```
! RIJCOSX wB97M-V def2-TZVPD def2/J DEFGRID3
* xyz 0 1
O -0.848 -1.421 -2.713
H -0.460 -2.285 -2.830
H -1.310 -1.261 -3.547
O -1.215 1.709 -1.682
H -1.821 2.411 -1.652
H -1.195 1.481 -2.579
O 1.510 1.992 0.403
H 0.737 2.446 0.731
H 2.030 2.646 -0.079
O -1.034 2.542 1.355
H -1.589 2.059 0.776
H -1.611 3.225 1.746
O -3.039 0.848 0.443
H -3.275 -0.110 0.431
H -3.726 1.240 -0.072
O 2.416 -1.029 2.726
H 2.656 -0.851 1.780
H 2.407 -0.154 3.017
O -0.498 -3.322 0.312
H 0.389 -3.024 0.239
H -1.171 -2.610 0.405
O 2.359 1.602 2.961
H 3.316 1.646 2.817
H 2.086 1.597 2.080
O 1.323 0.198 -3.410
H 1.222 1.015 -2.997
H 0.663 -0.365 -3.124
O -3.221 -0.063 -2.318
H -2.664 0.460 -1.765
H -3.043 -0.936 -1.984
O 1.926 -2.298 -0.383
H 1.417 -1.459 -0.426
H 1.717 -2.735 -1.203
O -0.458 -0.478 2.537
H 0.017 -0.511 3.347
H 0.166 -0.349 1.815
O 0.215 -0.187 -0.080
H -0.535 0.209 -0.515
H 0.724 0.599 0.075
O -2.393 -1.696 0.319
H -1.886 -1.329 1.080
H -2.829 -2.505 0.556
O 3.342 0.001 0.471
H 4.234 0.231 0.608
H 2.945 0.822 0.325
*
```



Entry ii
A 15-piece molecular cluster, H30O15 overall, computed with the ωB97M-V functional and the def2-TZVPD basis.

## Properties
E_LUMO ... -0.26 eV
Gap between HOMO and LUMO ... 11.1 eV
HOMO ... -11.31 eV

Geometry as ORCA input:
```
! RIJCOSX wB97M-V def2-TZVPD def2/J DEFGRID3
* xyz 0 1
O 0.212 0.124 2.115
H -0.333 -0.581 2.431
H -0.291 0.931 2.252
O 3.902 1.674 -0.221
H 3.848 2.365 0.445
H 4.114 0.944 0.376
O 3.295 -1.648 -1.594
H 2.376 -1.781 -1.322
H 3.260 -0.720 -1.827
O -3.092 1.240 0.192
H -2.695 0.554 -0.347
H -3.525 1.764 -0.443
O 3.793 0.677 2.419
H 3.176 1.167 2.971
H 3.189 0.275 1.794
O -0.480 2.050 -3.898
H -0.585 1.890 -2.957
H 0.423 1.852 -4.153
O -3.647 0.880 -2.575
H -3.157 0.838 -3.401
H -3.751 -0.011 -2.236
O -0.095 0.650 5.045
H -0.960 0.237 5.079
H -0.121 1.379 4.426
O -2.668 -2.358 -2.002
H -2.648 -3.117 -2.614
H -1.758 -2.193 -2.343
O -1.820 -2.520 2.193
H -2.545 -3.112 2.423
H -2.179 -2.069 1.428
O -1.314 3.067 -0.453
H -1.739 2.684 0.324
H -0.705 3.558 0.118
O 0.430 -1.651 -0.902
H 0.035 -0.802 -0.755
H 0.046 -2.267 -0.278
O -0.094 -1.499 -3.721
H 0.221 -1.896 -4.530
H 0.639 -1.736 -3.135
O 1.364 2.629 1.210
H 1.444 3.588 1.184
H 1.430 2.327 0.313
O 0.834 -3.343 2.164
H 0.450 -2.902 2.918
H 1.721 -3.134 1.888
*
```



Entry iii
A 15-piece molecular cluster, H30O15 overall, computed with the ωB97M-V functional and the def2-TZVPD basis.

## Properties
E_LUMO ... -0.31 eV
Gap between HOMO and LUMO ... 8.7 eV
HOMO ... -8.97 eV

Geometry as ORCA input:
```
! RIJCOSX wB97M-V def2-TZVPD def2/J DEFGRID3
* xyz 0 1
H -0.242 -0.631 0.713
H -1.102 0.521 0.220
H -0.694 2.410 -0.934
H -1.989 3.154 -0.654
H 4.375 1.355 0.107
H 4.060 0.710 1.446
H 1.447 -0.678 2.251
H 0.206 -0.991 3.072
H -2.331 -3.578 -1.199
H -2.112 -2.280 -1.959
H -1.939 -1.650 2.260
H -1.347 -2.130 3.575
H -0.655 2.275 1.769
H 0.140 3.565 1.651
H 2.436 -2.976 -1.791
H 3.258 -2.221 -0.759
H 3.738 -0.890 1.620
H 4.025 -2.213 2.313
H 1.158 -2.252 -2.563
H 1.081 -1.237 -1.434
H 2.787 2.903 -0.450
H 2.751 3.914 -1.584
H -6.642 -0.806 -0.881
H -5.361 -0.094 -0.478
H 2.861 0.550 -1.799
H 2.741 0.571 -3.314
H -4.689 1.401 0.679
H -3.497 1.959 1.440
H -2.126 -0.549 -1.724
H -0.841 0.258 -1.806
O -0.226 0.322 0.570
O -1.621 2.266 -0.712
O 3.698 1.317 0.791
O 0.972 -1.409 2.663
O -2.307 -2.622 -1.079
O -1.953 -2.394 2.873
O -0.390 3.053 2.272
O 2.425 -2.693 -0.869
O 3.324 -1.569 2.165
O 0.954 -1.327 -2.386
O 2.951 2.991 -1.396
O -5.850 -0.401 -1.250
O 2.214 0.489 -2.511
O -4.423 2.138 1.241
O -1.265 -0.533 -2.157
*
```



Entry iv
A 15-piece molecular cluster, H30O15 overall, computed with the ωB97M-V functional and the def2-TZVPD basis.

## Properties
E_LUMO ... -1.19 eV
Gap between HOMO and LUMO ... 8.3 eV
HOMO ... -9.46 eV

Geometry as ORCA input:
```
! RIJCOSX wB97M-V def2-TZVPD def2/J DEFGRID3
* xyz 0 1
O -1.610 3.470 0.167
H -1.131 2.973 -0.536
H -1.085 4.287 0.362
O 2.249 -1.398 1.512
H 3.169 -1.687 1.543
H 1.754 -2.200 1.387
O -2.934 -0.650 -1.147
H -2.098 -0.197 -1.107
H -2.658 -1.377 -1.746
O -0.685 -3.167 0.099
H -0.717 -3.313 -0.832
H 0.046 -3.689 0.391
O -1.544 -1.039 1.694
H -0.771 -0.971 2.226
H -1.418 -1.804 1.184
O 0.426 -1.065 3.594
H 1.136 -1.019 2.936
H 0.858 -0.802 4.446
O -3.297 1.273 1.704
H -2.895 0.451 1.285
H -4.164 1.260 1.281
O 1.146 -1.953 -2.293
H 1.017 -2.911 -2.271
H 1.637 -1.731 -3.078
O -0.195 0.336 -0.021
H 0.439 -0.145 -0.495
H -0.580 -0.241 0.608
O 1.330 2.214 1.280
H 0.511 2.579 1.634
H 0.973 1.431 0.937
O 2.283 1.226 -2.025
H 2.869 0.560 -2.376
H 2.834 1.718 -1.381
O 3.451 -1.281 -0.894
H 3.304 -1.916 -1.546
H 2.702 -1.346 -0.291
O -1.005 -0.408 -3.270
H -0.465 0.353 -3.546
H -0.352 -1.039 -2.963
O -0.868 2.300 2.789
H -1.196 3.185 2.802
H -1.524 1.826 2.325
O -0.656 2.173 -2.102
H -0.428 1.360 -1.687
H 0.140 2.375 -2.583
*
```



Which is most stable, and by how much? entry iv, by 0.181 eV.



Entry i
A 15-piece molecular cluster, H30O15 overall, computed with the ωB97M-V functional and the def2-TZVPD basis.

## Properties
E_LUMO ... -0.95 eV
Gap between HOMO and LUMO ... 8.6 eV
HOMO ... -9.58 eV

Geometry as ORCA input:
```
! RIJCOSX wB97M-V def2-TZVPD def2/J DEFGRID3
* xyz 0 1
O 0.394 -0.056 0.036
H -0.113 -0.709 0.574
H -0.147 0.693 -0.228
O -1.949 3.542 -0.933
H -1.322 2.855 -1.176
H -1.568 4.236 -1.488
O -2.407 0.327 0.934
H -3.269 0.505 1.352
H -2.020 -0.500 1.317
O -0.330 -0.649 -2.700
H -0.004 -0.450 -1.816
H 0.330 -1.272 -3.035
O -2.430 -2.249 -0.486
H -2.904 -2.730 -1.177
H -1.553 -2.659 -0.371
O 3.328 0.351 -0.136
H 2.363 0.342 -0.003
H 3.557 0.340 -1.060
O 1.559 3.644 -0.065
H 2.446 3.742 -0.453
H 1.143 2.943 -0.633
O -0.012 -3.173 -0.694
H -0.139 -3.411 -1.612
H 0.064 -4.080 -0.340
O -1.047 2.545 1.524
H -1.502 1.719 1.207
H -1.326 3.192 0.927
O 0.214 2.077 -1.796
H 0.793 1.444 -2.252
H 0.557 2.869 -2.171
O 2.463 -2.622 0.022
H 2.816 -3.372 0.478
H 1.621 -2.856 -0.440
O -2.996 0.282 -1.841
H -2.217 0.238 -2.344
H -2.861 -0.039 -0.945
O -0.779 -1.917 1.932
H -0.373 -2.767 2.158
H -0.785 -1.485 2.788
O 2.111 -1.590 2.516
H 2.040 -1.728 1.580
H 2.343 -2.468 2.857
O 1.553 1.929 2.738
H 0.764 1.903 2.195
H 1.589 1.045 3.065
*
```



Entry ii
A 15-piece molecular cluster, H30O15 overall, computed with the ωB97M-V functional and the def2-TZVPD basis.

## Properties
E_LUMO ... 0.04 eV
Gap between HOMO and LUMO ... 10.5 eV
HOMO ... -10.44 eV

Geometry as ORCA input:
```
! RIJCOSX wB97M-V def2-TZVPD def2/J DEFGRID3
* xyz 0 1
O -1.690 1.991 1.795
H -1.358 1.231 1.339
H -2.623 1.974 1.599
O 1.718 2.343 -2.034
H 1.855 2.732 -2.895
H 2.206 2.850 -1.386
O 0.793 -2.737 -2.273
H 1.089 -3.316 -1.591
H 1.326 -1.977 -2.098
O -0.723 -0.092 -3.082
H -1.641 0.114 -3.099
H -0.412 0.084 -2.198
O -2.265 1.606 -1.317
H -1.954 2.140 -2.118
H -1.465 1.466 -0.765
O -0.287 0.256 -0.078
H 0.516 0.719 -0.018
H -0.028 -0.626 0.195
O 0.922 0.333 2.545
H 0.630 0.968 3.192
H 0.135 -0.194 2.444
O -1.277 -1.267 2.811
H -0.966 -1.903 2.162
H -0.853 -1.513 3.652
O -2.344 -2.317 -1.300
H -2.595 -3.089 -1.827
H -1.589 -1.963 -1.827
O -0.070 -2.200 0.683
H -0.413 -2.943 0.246
H 0.800 -2.463 0.995
O 0.516 3.495 1.532
H 0.197 4.404 1.447
H -0.262 2.956 1.590
O 2.727 -1.891 1.480
H 2.640 -1.175 0.879
H 2.839 -1.578 2.306
O 2.103 -0.343 -2.223
H 2.955 -0.639 -1.907
H 2.117 0.634 -2.314
O -3.442 -0.581 0.835
H -2.789 -0.268 0.218
H -4.301 -0.645 0.335
O 2.351 0.929 0.334
H 1.927 0.841 1.168
H 2.976 1.633 0.553
*
```



Entry iii
A 15-piece molecular cluster, H30O15 overall, computed with the ωB97M-V functional and the def2-TZVPD basis.

## Properties
E_LUMO ... 0.07 eV
Gap between HOMO and LUMO ... 10.7 eV
HOMO ... -10.67 eV

Geometry as ORCA input:
```
! RIJCOSX wB97M-V def2-TZVPD def2/J DEFGRID3
* xyz 0 1
O -11.458 -1.964 24.422
H -11.894 -1.810 25.282
H -12.113 -2.437 23.992
O -12.976 1.489 30.090
H -12.680 0.926 30.833
H -12.288 1.379 29.484
O -10.440 -0.189 26.800
H -10.642 0.494 27.523
H -9.836 -0.760 27.273
O -7.145 -0.759 25.587
H -7.379 -1.523 26.130
H -6.568 -1.110 24.893
O -9.491 -1.041 30.481
H -10.306 -0.774 30.061
H -9.433 -0.731 31.338
O -12.651 -1.733 26.865
H -12.009 -1.058 26.977
H -13.369 -1.165 26.786
O -9.066 -2.348 27.938
H -8.175 -2.777 28.086
H -9.278 -2.610 27.042
O -13.766 0.757 27.616
H -13.389 1.564 27.282
H -13.971 1.148 28.452
O -10.428 1.339 28.869
H -9.489 1.168 28.788
H -10.301 2.272 28.734
O -9.282 0.161 24.139
H -10.106 0.084 24.660
H -8.699 -0.459 24.625
O -12.399 -1.359 29.408
H -12.609 -1.447 28.477
H -12.116 -2.233 29.678
O -9.616 3.703 27.570
H -8.917 3.653 28.205
H -9.403 3.026 26.948
O -9.008 -2.919 25.399
H -9.914 -2.952 25.092
H -8.799 -3.886 25.591
O -8.186 2.089 25.973
H -8.505 1.500 25.349
H -7.545 2.532 25.451
O -7.681 0.378 28.284
H -7.588 1.326 28.345
H -8.146 0.224 27.465
*
```



Entry iv
A 15-piece molecular cluster, H30O15 overall, computed with the ωB97M-V functional and the def2-TZVPD basis.

## Properties
E_LUMO ... -0.13 eV
Gap between HOMO and LUMO ... 10.3 eV
HOMO ... -10.43 eV

Geometry as ORCA input:
```
! RIJCOSX wB97M-V def2-TZVPD def2/J DEFGRID3
* xyz 0 1
O -0.153 -1.457 0.935
H -0.522 -1.585 0.046
H 0.802 -1.517 0.948
O 2.048 2.124 -3.611
H 2.638 1.706 -4.242
H 2.240 3.066 -3.600
O -2.063 -1.460 -1.032
H -1.428 -1.441 -1.751
H -2.282 -0.552 -0.822
O 1.957 -0.433 3.378
H 2.610 0.253 3.183
H 2.321 -1.113 2.790
O 2.592 -1.979 -1.423
H 2.726 -2.468 -2.221
H 1.892 -1.320 -1.434
O -1.142 2.510 -1.756
H -1.934 3.057 -1.677
H -0.755 2.823 -2.580
O 0.125 0.998 1.903
H 1.074 0.862 1.928
H -0.090 0.161 2.309
O 4.080 -1.350 0.790
H 3.782 -2.070 0.225
H 4.664 -0.823 0.253
O -3.381 -1.801 3.487
H -2.705 -2.468 3.552
H -3.221 -1.095 4.119
O -0.511 -2.469 3.375
H -1.347 -2.045 3.637
H -0.163 -1.623 3.079
O 1.862 3.341 -1.127
H 2.562 2.735 -0.897
H 1.115 3.162 -0.548
O -2.665 0.692 1.039
H -2.474 -0.214 1.296
H -1.933 1.295 1.201
O -3.625 2.339 -0.980
H -3.870 1.618 -1.562
H -3.254 1.931 -0.176
O 0.733 0.905 -0.629
H -0.191 0.754 -0.412
H 0.612 1.412 -1.430
O -0.213 -1.980 -3.934
H -0.506 -1.076 -3.832
H 0.143 -2.206 -4.783
*
```



Which is most stable, and by how much? entry ii, by 0.539 eV.